[1]
{"formula": "C22H30N2O4S", "method": "ωB97M-V/def2-TZVPD", "orbital_gap_ev": 9.193, "smiles": "C[C@H]1CC[C@H](NC(=O)CCS(=O)(=O)c2ccc3c(c2)CCN3C(=O)C2CC2)CC1", "de_lowest_kj_mol": 37.2, "elements": ["C", "C", "C", "C", "C", "N", "C", "O", "C", "C", "S", "O", "O", "C", "C", "C", "C", "C", "C", "C", "C", "N", "C", "O", "C", "C", "C", "C", "C", "H", "H", "H", "H", "H", "H", "H", "H", "H", "H", "H", "H", "H", "H", "H", "H", "H", "H", "H", "H", "H", "H", "H", "H", "H", "H", "H", "H", "H", "H"], "positions_angstrom": [[2.676, -0.144, 3.936], [1.544, 0.482, 3.127], [0.335, 0.777, 4.014], [-0.798, 1.404, 3.208], [-1.218, 0.478, 2.062], [-2.332, 1.060, 1.324], [-2.283, 2.227, 0.659], [-1.279, 2.892, 0.492], [-3.647, 2.692, 0.141], [-3.851, 2.326, -1.315], [-3.898, 0.508, -1.518], [-4.634, 0.223, -2.721], [-4.407, -0.067, -0.292], [-2.229, -0.121, -1.747], [-1.194, 0.631, -2.263], [0.065, 0.071, -2.441], [0.256, -1.258, -2.091], [-0.826, -2.037, -1.649], [-2.063, -1.471, -1.457], [-0.371, -3.450, -1.430], [1.029, -3.449, -2.058], [1.399, -2.036, -2.160], [2.728, -1.695, -2.181], [3.568, -2.552, -2.364], [3.054, -0.268, -1.908], [4.511, 0.094, -1.815], [3.723, 0.535, -2.999], [-0.010, 0.192, 1.168], [1.118, -0.436, 1.980], [2.987, 0.521, 4.738], [3.537, -0.343, 3.301], [2.353, -1.085, 4.378], [1.898, 1.426, 2.699], [0.625, 1.453, 4.820], [-0.013, -0.154, 4.469], [-1.658, 1.598, 3.853], [-0.470, 2.353, 2.782], [-1.585, -0.466, 2.479], [-3.176, 0.510, 1.224], [-4.445, 2.248, 0.735], [-3.681, 3.779, 0.246], [-4.816, 2.664, -1.689], [-3.063, 2.712, -1.953], [-1.343, 1.663, -2.532], [0.857, 0.664, -2.865], [-2.905, -2.035, -1.089], [-0.333, -3.676, -0.362], [-1.034, -4.172, -1.904], [1.019, -3.891, -3.060], [1.780, -3.971, -1.465], [2.358, 0.242, -1.255], [5.215, -0.712, -1.950], [4.801, 0.827, -1.078], [3.901, 0.038, -3.940], [3.455, 1.577, -3.092], [-0.310, -0.478, 0.363], [0.323, 1.132, 0.727], [1.972, -0.636, 1.328], [0.783, -1.392, 2.391]]}

---

[2]
{"formula": "C22H30N3O", "method": "ωB97M-V/def2-TZVPD", "orbital_gap_ev": 8.175, "charge": 1, "de_lowest_kj_mol": 2113.8, "elements": ["C", "H", "H", "H", "C", "C", "C", "C", "C", "C", "C", "N", "H", "C", "H", "C", "O", "N", "C", "H", "C", "N", "H", "C", "C", "H", "H", "H", "H", "C", "C", "C", "C", "C", "C", "C", "H", "H", "H", "H", "H", "H", "H", "H", "H", "H", "H", "H", "H", "H", "H", "C", "H", "H", "H", "H"], "positions_angstrom": [[4.798, 1.669, -0.494], [5.605, 2.024, -1.326], [4.841, 2.497, 0.190], [5.220, 0.718, -0.197], [3.401, 1.278, -1.389], [2.154, 1.560, -0.235], [1.150, 2.447, -0.484], [0.129, 2.894, 0.028], [-0.017, 2.281, 1.288], [1.012, 1.268, 1.755], [1.993, 1.169, 0.959], [2.865, 0.131, 1.285], [3.770, -0.285, 0.647], [2.589, -1.124, 2.049], [1.795, -1.059, 2.637], [2.075, -2.155, 0.990], [3.007, -2.682, 0.121], [0.777, -2.401, 0.702], [-0.231, -1.909, 1.356], [-0.075, -1.636, 2.532], [-1.189, -0.909, 0.651], [-1.619, -1.176, -0.494], [-2.142, -1.963, -0.550], [-0.358, -1.626, -1.240], [0.426, -2.641, -0.935], [1.423, -3.059, -1.243], [-0.200, -3.883, -0.614], [-0.553, -1.820, -2.451], [0.287, -0.844, -1.371], [-2.203, -0.195, -1.248], [-3.528, 0.235, -0.668], [-3.721, 1.232, 0.045], [-4.858, 1.540, 0.838], [-5.964, 0.482, 0.664], [-5.830, -0.590, -0.094], [-4.559, -0.564, -0.711], [-4.475, -1.635, -1.550], [-6.619, -1.195, 0.057], [-6.895, 0.845, 1.203], [-5.118, 2.515, 1.516], [-2.790, 1.878, 0.430], [-1.732, 0.798, -1.068], [-2.517, -0.492, -2.326], [-2.108, -0.845, 1.326], [-0.646, 0.072, 0.638], [-0.796, -2.981, 1.526], [3.531, -1.756, 2.534], [1.025, 0.716, 2.780], [-0.744, 2.600, 1.951], [-0.702, 3.676, -0.120], [1.372, 3.138, -1.643], [3.340, 0.159, -2.032], [4.336, 0.116, -2.776], [3.447, -0.824, -1.215], [2.510, -0.026, -2.440], [3.312, 2.335, -1.786]]}

---

[3]
{"formula": "C22H30N4O4", "method": "ωB97M-V/def2-TZVPD", "orbital_gap_ev": 9.109, "smiles": "CCCCCC(=O)Nc1cccc(C2=NO[C@@]3(C2)C[C@H](C(N)=O)N(C(=O)CC)C3)c1", "de_lowest_kj_mol": 218.5, "elements": ["C", "C", "C", "C", "C", "C", "O", "N", "C", "C", "C", "C", "C", "C", "N", "O", "C", "C", "C", "C", "C", "N", "O", "N", "C", "O", "C", "C", "C", "C", "H", "H", "H", "H", "H", "H", "H", "H", "H", "H", "H", "H", "H", "H", "H", "H", "H", "H", "H", "H", "H", "H", "H", "H", "H", "H", "H", "H", "H", "H"], "positions_angstrom": [[-5.956, -3.797, 1.230], [-5.062, -2.565, 1.153], [-5.781, -1.276, 1.558], [-6.912, -0.843, 0.622], [-6.457, -0.442, -0.789], [-5.611, 0.817, -0.735], [-6.093, 1.927, -0.748], [-4.272, 0.559, -0.646], [-3.209, 1.453, -0.510], [-3.373, 2.838, -0.524], [-2.269, 3.657, -0.379], [-1.001, 3.129, -0.221], [-0.826, 1.745, -0.207], [0.486, 1.153, -0.040], [0.678, -0.108, -0.044], [1.987, -0.417, 0.139], [2.782, 0.787, 0.284], [1.767, 1.930, 0.165], [3.567, 0.721, 1.596], [4.906, 0.070, 1.251], [6.090, 0.948, 1.723], [7.264, 0.306, 1.668], [5.944, 2.088, 2.108], [4.920, -0.045, -0.207], [5.731, -0.922, -0.829], [6.553, -1.577, -0.202], [5.580, -1.032, -2.334], [6.648, -1.940, -2.928], [3.880, 0.766, -0.789], [-1.936, 0.917, -0.353], [-6.764, -3.743, 0.505], [-6.389, -3.891, 2.223], [-5.377, -4.695, 1.023], [-4.211, -2.704, 1.824], [-4.662, -2.481, 0.139], [-6.208, -1.424, 2.553], [-5.052, -0.466, 1.639], [-7.420, 0.015, 1.068], [-7.643, -1.648, 0.536], [-5.919, -1.259, -1.269], [-7.344, -0.214, -1.383], [-3.994, -0.413, -0.625], [-4.358, 3.256, -0.643], [-2.403, 4.729, -0.390], [-0.154, 3.788, -0.109], [1.722, 2.536, 1.070], [1.977, 2.581, -0.685], [3.763, 1.729, 1.970], [3.017, 0.157, 2.347], [5.023, -0.932, 1.677], [8.107, 0.812, 1.887], [7.317, -0.589, 1.189], [4.588, -1.437, -2.551], [5.646, -0.033, -2.772], [6.596, -2.925, -2.472], [7.638, -1.533, -2.736], [6.508, -2.037, -4.002], [4.246, 1.785, -0.970], [3.504, 0.340, -1.719], [-1.782, -0.151, -0.337]]}

---

[4]
{"formula": "C22H30N4O4S", "method": "ωB97M-V/def2-TZVPD", "orbital_gap_ev": 8.087, "smiles": "CCOC(=O)N1CCN(C(=O)[C@H]2CCCN(c3nc4ccc(OCC)cc4s3)C2)CC1", "de_lowest_kj_mol": 61.6, "elements": ["C", "C", "O", "C", "O", "N", "C", "C", "N", "C", "O", "C", "C", "C", "C", "N", "C", "N", "C", "C", "C", "C", "O", "C", "C", "C", "C", "S", "C", "C", "C", "H", "H", "H", "H", "H", "H", "H", "H", "H", "H", "H", "H", "H", "H", "H", "H", "H", "H", "H", "H", "H", "H", "H", "H", "H", "H", "H", "H", "H", "H"], "positions_angstrom": [[-3.963, -0.232, 2.972], [-4.707, -0.868, 1.809], [-3.824, -1.757, 1.125], [-3.693, -1.600, -0.198], [-4.380, -0.869, -0.876], [-2.729, -2.425, -0.719], [-2.362, -2.149, -2.093], [-1.520, -0.844, -2.142], [-1.086, -0.536, -0.801], [-1.457, 0.517, -0.032], [-1.222, 0.525, 1.164], [-2.147, 1.688, -0.729], [-2.654, 2.717, 0.293], [-1.508, 3.450, 0.990], [-0.548, 4.041, -0.042], [-0.099, 3.014, -0.957], [0.973, 2.248, -0.686], [1.263, 1.165, -1.317], [2.444, 0.626, -0.895], [3.033, -0.536, -1.369], [4.237, -0.965, -0.841], [4.879, -0.244, 0.167], [6.078, -0.568, 0.733], [6.701, -1.794, 0.415], [6.041, -2.988, 1.100], [4.301, 0.929, 0.654], [3.102, 1.348, 0.125], [2.166, 2.756, 0.544], [-1.179, 2.395, -1.695], [-0.480, -1.681, -0.153], [-1.570, -2.760, 0.086], [-4.588, 0.523, 3.441], [-3.704, -0.986, 3.710], [-3.043, 0.229, 2.617], [-5.563, -1.455, 2.158], [-5.061, -0.113, 1.098], [-3.275, -2.036, -2.677], [-1.799, -3.006, -2.464], [-0.638, -0.974, -2.778], [-2.125, -0.037, -2.543], [-3.011, 1.300, -1.278], [-3.284, 3.439, -0.234], [-3.269, 2.213, 1.040], [-0.965, 2.746, 1.620], [-1.904, 4.246, 1.622], [-1.055, 4.808, -0.638], [0.318, 4.494, 0.444], [2.551, -1.095, -2.155], [4.674, -1.870, -1.234], [7.725, -1.678, 0.782], [6.741, -1.941, -0.672], [6.590, -3.896, 0.864], [6.045, -2.841, 2.177], [5.010, -3.102, 0.773], [4.805, 1.483, 1.429], [-1.714, 3.183, -2.233], [-0.733, 1.704, -2.408], [0.314, -2.055, -0.803], [-0.046, -1.348, 0.789], [-1.872, -2.789, 1.130], [-1.213, -3.750, -0.211]]}

---

Per-record LUMO level, Eh: 0.01851 -0.10111 0.01877 0.02660